Formula: C5H8O
Source: OMol25
Level of theory: ωB97M-V/def2-TZVPD

Structure (XYZ):
```
14
Properties=species:S:1:pos:R:3:mulliken_charge:R:1
C 0.10782 -0.59502 0.11944 -0.418
C -0.98500 -0.29679 0.81408 -0.347
C -1.69253 0.24840 -0.39320 -0.421
C -0.33562 0.06454 -1.15841 -0.649
H 0.55040 -1.53620 0.34317 0.485
H -1.24243 -0.57975 1.82782 0.359
H -2.10338 1.24991 -0.31437 0.298
H -2.45142 -0.46330 -0.74713 0.204
H 0.12822 1.02580 -1.41955 0.248
H -0.30147 -0.59994 -2.02450 0.262
C 2.04569 0.36267 0.72761 -0.079
O 1.79314 1.51116 0.44123 -0.462
H 1.89422 -0.06926 1.73595 0.261
H 2.59234 -0.32224 0.04785 0.259
```

Charge: 0
Lowest unoccupied orbital energy (eV): 0.457
Gap between HOMO and LUMO (eV): 9.6
SMILES: C1=CCC1.C=O
HOMO (eV): -9.1

---

Formula: C6H12N2O4
Source: OMol25
Level of theory: ωB97M-V/def2-TZVPD

Structure (XYZ):
```
24
Properties=species:S:1:pos:R:3:mulliken_charge:R:1
C -0.77533 0.84450 -1.98834 -1.395
C 1.72063 0.52892 -1.34430 -1.458
C 0.36421 -1.00530 2.06816 -1.049
C -0.27200 -2.00009 -0.18386 -1.367
C 0.37021 0.99410 -1.02375 0.879
C -0.56801 -0.96727 0.85186 1.027
N -1.36115 1.49642 1.89452 0.455
N 0.31311 1.48487 0.18364 0.795
O -0.93848 1.91665 0.51260 -0.285
O -2.41008 1.91011 2.13098 -0.472
O 1.22733 1.55308 1.03414 -0.795
O -1.59715 -0.28017 0.89767 -0.518
H -1.58520 0.25617 -1.38483 0.260
H -0.58608 0.27034 -2.84665 0.400
H -1.12610 1.73914 -2.27758 0.472
H 2.43010 1.06355 -0.90266 0.466
H 1.77445 0.55923 -2.42291 0.415
H 2.01454 -0.49952 -1.07379 0.193
H -0.38889 -0.82787 2.91711 0.303
H 1.05491 -1.90046 2.10745 0.379
H 1.20931 -0.22618 1.95384 0.244
H -0.46982 -3.05848 0.21113 0.387
H -1.13288 -1.91280 -0.89040 0.299
H 0.73237 -1.93894 -0.42401 0.364
```

Expectation value of S²: 2.01
Charge: 0
Lowest unoccupied orbital energy (alpha / beta) (eV): 0.588 / -2.102
Gap between HOMO and LUMO (alpha / beta) (eV): 7.5 / 6.8
Multiplicity: 3
HOMO (alpha / beta) (eV): -6.9 / -8.9

---

Formula: C6H9FN2
Source: OMol25
Level of theory: ωB97M-V/def2-TZVPD

Structure (XYZ):
```
18
Properties=species:S:1:pos:R:3:mulliken_charge:R:1
C -1.18772 2.15008 -2.08535 -0.132
C -1.31508 1.39915 -1.15262 -0.611
C -1.07627 0.68977 0.13558 0.352
F -2.18878 0.23941 0.71231 -0.300
C -0.27833 -0.66177 -0.09710 0.897
C 1.20074 -0.31141 -0.14779 -0.746
C 1.69946 0.12890 1.25635 -1.159
N -0.73011 -1.71370 0.73704 -0.566
N -0.69938 -1.87287 -0.74428 -0.625
H -1.55578 2.54428 -2.96568 0.388
H -0.45373 1.30096 0.86162 0.183
H 1.68659 -1.11232 -0.71056 0.418
H 1.30789 0.64305 -0.82160 0.220
H 0.98886 0.68946 1.73985 0.433
H 2.65960 0.61709 1.24216 0.350
H 1.59748 -0.80791 1.81787 0.312
H -0.00440 -2.27883 1.22905 0.276
H -1.65105 -1.64335 -1.00685 0.310
```

Charge: 0
Lowest unoccupied orbital energy (eV): 0.745
Gap between HOMO and LUMO (eV): 10.5
SMILES: C#C[C@@H](F)C1(CC)NN1
HOMO (eV): -9.8

---

Formula: C5H12N2O
Source: OMol25
Level of theory: ωB97M-V/def2-TZVPD

Structure (XYZ):
```
20
Properties=species:S:1:pos:R:3:mulliken_charge:R:1
C 0.83622 -0.60223 1.06067 0.477
N 1.42399 0.55902 1.63074 -0.295
C -2.91547 0.81589 0.94764 -0.684
C -2.95570 -0.26125 0.02400 0.113
O -2.03939 -0.63864 -0.79676 -0.543
C 1.55675 -1.09325 -0.21580 -0.607
N 1.11963 -0.37335 -1.42096 -0.178
C 1.53243 0.96386 -1.60192 -0.747
H -0.12477 -0.42497 0.64715 -0.397
H 0.66782 -1.41058 1.71842 0.456
H 1.74451 0.43138 2.59672 0.326
H -3.86192 1.09734 1.43345 0.312
H -2.09058 1.53782 0.79698 0.311
H -3.78384 -0.86073 0.04576 0.459
H 1.38939 -2.16727 -0.47200 0.349
H 2.63070 -0.91737 -0.07653 0.358
H 0.03137 -0.59087 -1.42674 0.344
H 0.77364 1.57549 -2.00970 0.374
H 2.37133 0.94381 -2.27285 0.272
H 1.69388 1.41588 -0.60825 0.300
```

Expectation value of S²: 0.77
Charge: +1
Lowest unoccupied orbital energy (alpha / beta) (eV): -8.097 / -8.103
Gap between HOMO and LUMO (alpha / beta) (eV): 5.8 / 5.8
Multiplicity: 2
HOMO (alpha / beta) (eV): -13.9 / -13.9

---

Formula: C3H10N3Si
Source: OMol25
Level of theory: ωB97M-V/def2-TZVPD

Structure (XYZ):
```
17
Properties=species:S:1:pos:R:3:mulliken_charge:R:1
C 0.13376 -0.64576 1.78756 -1.034
Si 0.01421 -0.61636 -0.07254 0.752
C 1.75510 -0.01290 -0.58282 -1.097
C -1.00885 -1.93360 -1.06830 -1.095
N -0.95044 1.24847 -0.68406 -0.511
N -0.96078 2.35124 -0.41824 1.160
N -1.26937 3.42787 -0.17883 -0.759
H -0.87455 -0.37673 2.26796 0.319
H 0.40468 -1.59383 2.15935 0.373
H 0.81045 0.05164 2.34297 0.341
H 2.30308 -0.82842 -0.84255 0.401
H 1.75132 0.77247 -1.34813 0.356
H 2.16515 0.48190 0.24933 0.331
H -1.58882 -2.55489 -0.46618 0.396
H -1.77521 -1.47049 -1.67906 0.348
H -0.28902 -2.52584 -1.59197 0.351
H -0.62071 4.22523 0.12551 0.367
```

Charge: +1
Lowest unoccupied orbital energy (eV): -4.412
Gap between HOMO and LUMO (eV): 10.7
SMILES: C[Si](C)(C)N=[N+]=N
HOMO (eV): -15.2

---

Formula: C12H20Cl7O10Y
Source: OMol25
Level of theory: ωB97M-V/def2-TZVPD

Structure (XYZ):
```
50
Properties=species:S:1:pos:R:3:mulliken_charge:R:1
Y -0.04863 1.38451 -4.63899 1.556
Cl -0.91590 0.25524 -0.89295 1.382
O -0.79583 0.54936 -2.33311 -0.356
O -0.93907 -1.10722 -0.66455 -0.518
O -0.05202 0.96177 -0.02436 -0.474
O -2.22133 0.71507 -0.44685 -0.746
C 2.85420 4.28929 1.39508 -0.307
C 1.92650 3.02248 1.21088 -0.147
O 1.25571 2.98928 2.46893 -0.156
C 1.70522 3.96112 3.33085 0.672
O 1.13268 4.18457 4.38528 -0.223
O 2.66313 4.72346 2.75811 -0.276
H 2.45264 5.07169 0.75110 0.263
H 3.92244 4.15549 1.22455 0.313
H 2.47843 2.08905 1.10043 0.318
H 1.24375 3.25687 0.39417 0.168
C 4.68141 -1.77020 -2.42132 -0.167
C 4.23658 -2.54798 -3.63728 -0.318
O 2.83912 -2.16290 -3.83707 -0.299
C 2.72761 -0.93761 -3.24289 0.480
O 1.79581 -0.17362 -3.41221 -0.370
O 3.88049 -0.60993 -2.56271 -0.266
H 5.71407 -1.45217 -2.56479 0.327
H 4.39123 -2.30374 -1.51621 0.194
H 4.27364 -3.61938 -3.44028 0.296
H 4.66581 -2.25334 -4.59491 0.299
Cl -5.32890 -3.20429 0.93871 0.183
C -4.55547 -1.60365 0.79132 -0.227
C -5.54764 -0.49348 0.82929 -0.335
Cl -6.66555 -0.48963 -0.62358 0.083
H -4.00162 -1.51861 -0.14362 0.303
H -3.96110 -1.51216 1.70041 0.329
H -4.96935 0.43044 0.83735 0.183
H -6.15316 -0.44908 1.73453 0.464
Cl -2.05923 4.22139 1.50534 -0.074
C -2.07012 3.44744 3.14395 -0.532
C -1.85536 1.90056 3.11019 0.331
Cl -2.15654 1.31719 4.78224 -0.099
H -3.05783 3.68692 3.53787 0.448
H -1.34640 3.98397 3.75751 0.266
H -0.87162 1.57184 2.77508 0.114
H -2.60466 1.40028 2.49670 -0.089
Cl 1.94972 -3.52419 -0.51695 -0.179
C 0.69586 -4.06479 -1.63678 -0.431
C -0.51027 -4.66424 -0.97126 -0.335
Cl 0.06304 -6.03326 0.04021 -0.154
H 1.17363 -4.71960 -2.36552 0.458
H 0.34938 -3.23024 -2.24635 0.152
H -1.12840 -5.11094 -1.75004 0.346
H -1.25611 -4.01303 -0.51549 0.151
```

Expectation value of S²: 1.76
Charge: +3
Lowest unoccupied orbital energy (alpha / beta) (eV): -10.331 / -13.946
Gap between HOMO and LUMO (alpha / beta) (eV): 5.7 / 2.1
Multiplicity: 2
HOMO (alpha / beta) (eV): -16.1 / -16.1

---

Formula: C31H56MnN14S
Source: OMol25
Level of theory: ωB97M-V/def2-TZVPD

Structure (XYZ):
```
103
Properties=species:S:1:pos:R:3:mulliken_charge:R:1
Mn -5.75899 -18.35386 -13.95671 0.737
C -7.61178 -14.02682 -15.60468 -0.798
N -6.47134 -13.92323 -14.72787 0.450
C -6.06698 -12.53582 -14.44891 -1.086
C -5.93739 -15.01190 -14.06632 -1.117
N -5.79735 -16.18605 -14.61860 1.175
C -5.73778 -16.22351 -16.09614 -0.810
C -4.61548 -17.15030 -16.47952 -1.567
N -4.93648 -18.51022 -15.99095 1.279
C -3.70638 -19.34119 -15.97044 -1.544
C -3.97524 -20.65164 -15.22086 -0.796
N -4.73201 -20.50748 -13.97018 0.838
C -4.89756 -21.62697 -13.28878 -0.943
N -5.27721 -21.56127 -11.95659 1.060
C -6.09156 -22.62672 -11.34906 -1.142
C -4.53250 -20.75943 -11.03293 -1.242
N -4.67929 -22.86642 -13.85004 0.477
C -5.29412 -23.29884 -15.09940 -0.956
C -3.99943 -23.90988 -13.09631 -1.224
C -6.02315 -19.08452 -16.83214 -2.006
C -7.04753 -19.90509 -15.98960 0.148
N -7.54648 -19.12979 -14.84317 1.276
C -8.81338 -19.28380 -14.48193 -0.258
N -9.44333 -20.50559 -14.51489 0.358
C -8.66435 -21.71370 -14.33270 -1.054
C -10.83376 -20.68830 -14.86624 -1.254
N -9.47867 -18.20602 -14.04555 0.212
C -10.59446 -18.21727 -13.08445 -1.212
C -8.93191 -16.88758 -14.26464 -1.424
N -5.49353 -14.86510 -12.77282 1.121
C -6.17058 -13.96471 -11.88299 -1.332
C -4.05316 -15.03922 -12.57952 -0.975
H -8.46686 -13.45384 -15.20804 0.362
H -7.41545 -13.65601 -16.61527 0.313
H -7.93111 -15.05107 -15.70285 0.133
H -5.95332 -12.03306 -15.39191 0.402
H -6.80147 -12.00948 -13.84523 0.364
H -5.10454 -12.49032 -13.90927 0.268
H -6.69818 -16.61951 -16.50575 0.310
H -5.58989 -15.22877 -16.52610 0.559
H -4.44045 -17.12868 -17.55436 0.344
H -3.74598 -16.77438 -15.94944 0.188
H -3.36394 -19.54085 -16.98838 0.341
H -2.94890 -18.77658 -15.45604 0.201
H -4.52926 -21.25709 -15.93890 0.281
H -3.01271 -21.11419 -15.00437 0.568
H -6.64865 -23.12637 -12.15248 0.360
H -5.50340 -23.35130 -10.80800 0.363
H -6.77791 -22.17888 -10.66016 0.307
H -3.92665 -20.06595 -11.54986 0.127
H -5.18525 -20.22819 -10.35610 0.316
H -3.86297 -21.39717 -10.44688 0.402
H -6.07101 -22.59176 -15.35701 0.249
H -4.57381 -23.45045 -15.91385 0.273
H -5.81186 -24.21223 -14.92814 0.414
H -3.53779 -23.50099 -12.23282 0.344
H -4.67172 -24.70094 -12.77552 0.363
H -3.20815 -24.31553 -13.74051 0.383
H -6.57985 -18.32354 -17.34246 0.344
H -5.60915 -19.73984 -17.59586 0.472
H -7.88220 -20.22457 -16.61310 0.982
H -6.52828 -20.82921 -15.64320 -1.018
H -7.77544 -21.48959 -13.75190 0.016
H -9.26664 -22.41048 -13.73977 0.546
H -8.42783 -22.20905 -15.27257 0.378
H -11.28281 -19.77811 -15.29581 0.348
H -10.87492 -21.46252 -15.64488 0.403
H -11.44336 -20.99383 -14.01611 0.395
H -10.83076 -19.23609 -12.77502 0.397
H -10.31588 -17.59204 -12.22997 0.468
H -11.46706 -17.76641 -13.55478 0.298
H -8.34691 -16.82541 -15.17998 0.195
H -9.77142 -16.19975 -14.30150 0.452
H -8.28555 -16.58130 -13.44111 0.486
H -7.16908 -13.74595 -12.22148 0.410
H -6.25255 -14.47682 -10.90200 0.226
H -5.63286 -13.04279 -11.73978 0.452
H -3.69269 -15.86543 -13.15777 -0.176
H -3.51741 -14.12096 -12.82137 0.308
H -3.89186 -15.26005 -11.52169 0.496
S -2.42143 -18.37429 -12.83121 -0.455
C -1.18166 -17.27296 -13.03972 0.235
N 0.07647 -17.57084 -12.46787 0.021
C 1.11759 -16.75093 -12.54845 -0.062
C 0.99406 -15.55387 -13.18798 -0.913
C -0.24447 -15.30845 -13.79214 0.161
N -1.25485 -16.13326 -13.75738 -0.344
H 0.18067 -18.44988 -12.00304 0.259
H 2.05264 -17.08458 -12.11511 0.438
H 1.83508 -14.87091 -13.31139 0.387
H -0.40502 -14.47594 -14.46502 0.464
N -6.97768 -16.98036 -6.50944 -0.400
C -6.89366 -17.23239 -7.62280 -0.406
C -6.65706 -17.59821 -8.99971 0.483
C -7.68907 -18.18796 -9.75482 -1.012
C -7.42825 -18.43398 -11.11764 -0.463
N -6.27148 -18.11002 -11.68472 1.434
C -5.30406 -17.57019 -10.94926 0.033
C -5.43524 -17.31032 -9.59738 -1.067
H -8.69403 -18.37143 -9.37174 0.559
H -8.23849 -18.88300 -11.69426 0.347
H -4.35959 -17.37425 -11.45382 -0.088
H -4.60301 -16.91235 -9.02287 0.586
```

Expectation value of S²: 8.75
Charge: +2
Lowest unoccupied orbital energy (alpha / beta) (eV): -4.912 / -4.970
Gap between HOMO and LUMO (alpha / beta) (eV): 8.0 / 8.1
Multiplicity: 6
HOMO (alpha / beta) (eV): -12.9 / -13.0

---

Formula: C4H10N2O2
Source: OMol25
Level of theory: ωB97M-V/def2-TZVPD

Structure (XYZ):
```
18
Properties=species:S:1:pos:R:3:mulliken_charge:R:1
C -1.09048 1.71780 0.88792 -1.060
C -2.00944 1.19273 0.08668 0.308
O -2.57099 -0.03413 0.13744 -0.331
C -2.15267 -0.90669 1.17089 -0.584
H -0.89033 2.77383 0.84822 0.281
H -0.70241 1.20923 1.75309 0.289
H -2.53719 1.79488 -0.64316 0.353
H -2.35699 -0.47048 2.15368 0.341
H -1.08842 -1.14095 1.08871 0.159
H -2.73462 -1.81773 1.04675 0.219
N 1.33388 0.64897 -1.07687 -0.597
C 1.33180 -0.30673 -0.32416 0.835
O 1.28503 -1.09778 0.53116 -0.462
H 0.66393 1.38603 -1.15767 0.290
N 3.22245 -1.21863 -1.50120 -0.714
H 3.21080 -0.36125 -2.12381 0.252
H 3.05082 -2.09415 -1.98030 0.209
H 4.03481 -1.27496 -0.89737 0.210
```

Charge: 0
Lowest unoccupied orbital energy (eV): 0.953
Gap between HOMO and LUMO (eV): 10.0
SMILES: C=COC.N=C=O.N
HOMO (eV): -9.1

---

| no. | energy (eV) |
| --- | --- |
| 1 | -7358.4845 |
| 2 | -17575.8045 |
| 3 | -12060.5359 |
| 4 | -10393.2101 |
| 5 | -15612.0042 |
| 6 | -121899.7735 |
| 7 | -96060.8440 |
| 8 | -11383.9033 |